{"formula": "C27H34B2CrF4N5O4S3", "method": "ωB97M-V with the def2-TZVPD basis set", "charge": 1, "lumo_ev": [-3.4108, -6.0484], "spin_multiplicity": 5, "gap_ev": [7.443, 4.711], "de_lowest_kcal_mol": 17.7, "elements": ["Cr", "C", "C", "N", "O", "B", "F", "F", "O", "N", "C", "C", "C", "N", "O", "B", "F", "F", "O", "N", "C", "C", "C", "H", "H", "H", "H", "H", "H", "H", "H", "H", "H", "H", "H", "C", "C", "S", "C", "C", "S", "C", "C", "S", "H", "H", "H", "H", "H", "H", "H", "H", "H", "H", "H", "H", "N", "C", "C", "C", "C", "C", "C", "C", "C", "C", "C", "C", "C", "C", "H", "H", "H", "H", "H", "H", "H", "H", "H", "H"], "positions_angstrom": [[-0.779, 0.418, 0.889], [0.414, 1.223, 4.965], [-0.033, 1.291, 3.551], [-0.748, 0.416, 2.957], [-1.083, -0.743, 3.590], [-1.139, -1.843, 2.590], [-0.953, -3.045, 3.184], [-0.054, -1.529, 1.647], [-2.376, -1.888, 1.769], [-2.425, -0.743, 1.050], [-3.535, -0.253, 0.655], [-4.864, -0.895, 0.812], [-3.394, 1.128, 0.106], [-2.226, 1.641, 0.273], [-2.074, 2.947, 0.039], [-0.731, 3.485, -0.440], [-0.440, 2.965, -1.686], [-0.884, 4.838, -0.428], [0.411, 3.152, 0.518], [0.168, 2.178, 1.408], [0.339, 2.429, 2.653], [0.833, 3.722, 3.192], [-4.545, 1.872, -0.462], [0.253, 0.225, 5.363], [1.467, 1.497, 5.040], [-0.152, 1.937, 5.568], [-4.795, -1.761, 1.465], [-5.584, -0.182, 1.213], [-5.230, -1.211, -0.168], [0.663, 4.513, 2.466], [0.340, 3.961, 4.133], [1.908, 3.658, 3.381], [-5.195, 1.197, -1.014], [-5.128, 2.343, 0.334], [-4.179, 2.658, -1.119], [4.491, -2.228, 3.062], [4.739, -0.954, 2.265], [3.234, -0.187, 1.597], [3.380, -0.391, -0.175], [3.285, -1.815, -0.730], [1.608, -2.429, -0.633], [1.645, -3.763, 0.573], [2.197, -3.442, 1.971], [3.991, -3.676, 2.098], [3.760, -2.064, 3.855], [5.416, -2.531, 3.556], [5.425, -1.150, 1.439], [5.220, -0.213, 2.905], [4.298, 0.055, -0.560], [2.550, 0.194, -0.560], [3.954, -2.509, -0.228], [3.498, -1.782, -1.804], [2.216, -4.566, 0.094], [0.604, -4.082, 0.638], [1.681, -4.108, 2.663], [1.951, -2.425, 2.250], [-0.107, 0.044, -0.825], [-0.326, 0.124, -2.069], [0.792, 0.219, -3.053], [1.812, 1.151, -2.869], [2.863, 1.211, -3.769], [2.911, 0.336, -4.847], [1.889, -0.583, -5.044], [0.821, -0.627, -4.161], [-1.701, 0.031, -2.631], [-2.156, 0.970, -3.554], [-3.444, 0.876, -4.056], [-4.270, -0.173, -3.673], [-3.811, -1.126, -2.773], [-2.534, -1.015, -2.241], [1.747, 1.841, -2.038], [3.642, 1.953, -3.640], [3.734, 0.386, -5.548], [1.915, -1.250, -5.896], [0.005, -1.320, -4.328], [-1.505, 1.779, -3.859], [-3.801, 1.616, -4.761], [-5.265, -0.257, -4.089], [-4.439, -1.966, -2.504], [-2.161, -1.758, -1.543]], "lowdin_charge": [0.914, 0.032, -0.199, -0.006, 0.107, -1.040, 0.227, 0.011, 0.118, -0.021, -0.212, 0.038, -0.195, -0.017, 0.088, -1.050, 0.172, 0.201, 0.064, -0.027, -0.199, 0.036, 0.032, 0.095, 0.103, 0.108, 0.098, 0.105, 0.094, 0.100, 0.098, 0.112, 0.090, 0.114, 0.102, -0.538, -0.510, 0.883, -0.548, -0.482, 0.998, -0.490, -0.531, 0.894, 0.079, 0.075, 0.083, 0.072, 0.090, 0.017, 0.039, 0.080, 0.082, 0.080, 0.081, 0.019, 0.122, -0.271, -0.177, -0.031, -0.053, -0.060, -0.057, -0.014, -0.177, 0.000, -0.048, -0.065, -0.072, -0.033, 0.115, 0.114, 0.112, 0.112, 0.125, 0.131, 0.116, 0.113, 0.112, 0.124]}

***

{"formula": "C27H34BBrN", "method": "ωB97M-V with the def2-TZVPD basis set", "charge": 1, "lumo_ev": -5.1548, "spin_multiplicity": 1, "gap_ev": 6.186, "de_lowest_kcal_mol": 0.0, "elements": ["C", "C", "C", "C", "C", "C", "C", "C", "C", "C", "C", "C", "C", "C", "C", "C", "C", "C", "C", "C", "C", "H", "H", "H", "H", "H", "H", "H", "H", "H", "H", "H", "H", "H", "H", "H", "H", "H", "C", "C", "N", "C", "C", "C", "C", "B", "Br", "H", "H", "H", "H", "H", "H", "H", "H", "H", "H", "H", "H", "H", "H", "H", "H", "H"], "positions_angstrom": [[-7.043, -0.241, -1.967], [-6.213, -1.358, -2.131], [-4.857, -1.283, -1.818], [-4.291, -0.079, -1.336], [-2.864, -0.014, -1.015], [-2.229, -1.169, -0.490], [-0.873, -1.476, -0.486], [-0.405, -2.834, -0.637], [0.985, -3.123, -0.768], [1.437, -4.432, -0.926], [0.528, -5.501, -0.980], [-0.847, -5.240, -0.868], [-1.311, -3.934, -0.726], [-2.127, 1.205, -1.309], [-0.992, 1.561, -0.558], [-0.173, 2.625, -0.923], [-0.538, 3.447, -1.996], [-1.731, 3.182, -2.682], [-2.507, 2.071, -2.367], [-5.139, 1.047, -1.191], [-6.497, 0.962, -1.497], [-8.109, -0.312, -2.195], [-6.625, -2.299, -2.494], [-4.206, -2.148, -1.966], [-2.920, -1.943, -0.128], [-0.110, -0.705, -0.466], [1.699, -2.293, -0.749], [2.512, -4.633, -1.007], [0.879, -6.528, -1.119], [-1.563, -6.066, -0.885], [-2.386, -3.751, -0.688], [-0.784, 1.006, 0.353], [0.735, 2.836, -0.359], [0.082, 4.306, -2.263], [-2.062, 3.845, -3.480], [-3.407, 1.842, -2.945], [-4.728, 1.989, -0.814], [-7.137, 1.836, -1.363], [4.743, 2.366, 0.440], [3.310, 1.869, 0.551], [3.012, 1.150, 1.860], [3.959, -0.031, 2.022], [3.723, -1.069, 0.948], [3.295, 2.124, 2.994], [3.001, 1.524, 4.352], [1.486, 0.661, 1.868], [0.224, 2.149, 2.545], [1.081, 0.280, 0.756], [4.814, 2.938, -0.492], [5.027, 3.042, 1.254], [5.478, 1.555, 0.373], [2.596, 2.701, 0.480], [3.075, 1.175, -0.264], [4.978, 0.379, 1.998], [3.770, -0.466, 3.010], [4.486, -1.845, 1.055], [2.743, -1.546, 1.064], [3.805, -0.669, -0.069], [4.352, 2.387, 2.898], [2.678, 3.012, 2.808], [3.398, 2.208, 5.107], [1.927, 1.413, 4.533], [3.488, 0.557, 4.509], [1.368, -0.262, 2.640]], "lowdin_charge": [-0.045, -0.054, -0.011, -0.173, -0.041, -0.007, 0.077, -0.181, -0.005, -0.054, -0.038, -0.053, -0.003, -0.160, -0.065, -0.060, -0.034, -0.053, -0.008, -0.015, -0.050, 0.117, 0.114, 0.114, 0.118, 0.087, 0.104, 0.117, 0.119, 0.116, 0.105, 0.033, 0.072, 0.118, 0.113, 0.123, 0.129, 0.116, -0.063, -0.195, -0.250, -0.180, -0.075, -0.234, -0.088, -0.773, 0.655, 0.024, 0.092, 0.078, 0.083, 0.108, 0.112, 0.125, 0.114, 0.094, 0.057, 0.080, 0.110, 0.086, 0.093, 0.044, 0.074, 0.048]}

***

{"formula": "C27H34BrIN8OPd", "method": "ωB97M-V with the def2-TZVPD basis set", "charge": 4, "lumo_ev": [-11.6078, -13.9533], "spin_multiplicity": 5, "gap_ev": [7.499, 5.359], "de_lowest_kcal_mol": 7.1, "elements": ["Pd", "N", "C", "N", "C", "N", "N", "C", "C", "C", "C", "C", "C", "N", "C", "C", "C", "C", "C", "C", "H", "H", "H", "H", "H", "H", "H", "H", "H", "H", "H", "Br", "C", "C", "C", "C", "C", "C", "I", "H", "H", "H", "H", "C", "N", "C", "C", "O", "H", "H", "H", "H", "H", "H", "H", "C", "C", "C", "C", "N", "N", "H", "H", "H", "H", "H", "H", "H", "H", "H", "H", "H", "H"], "positions_angstrom": [[-0.185, 0.172, -0.449], [0.411, -0.128, 4.161], [-0.164, -0.034, 2.966], [0.513, 0.000, 1.839], [1.863, -0.056, 1.922], [2.643, -0.015, 0.781], [1.946, 0.107, -0.325], [2.623, 0.061, -1.454], [1.904, 0.137, -2.694], [2.598, 0.173, -3.897], [1.880, 0.261, -5.090], [0.504, 0.295, -5.020], [-0.126, 0.245, -3.765], [0.538, 0.168, -2.629], [2.559, -0.162, 3.147], [3.969, -0.233, 3.267], [4.527, -0.335, 4.508], [3.718, -0.368, 5.671], [2.348, -0.302, 5.597], [1.772, -0.200, 4.333], [-0.189, -0.151, 4.981], [-1.245, 0.010, 2.950], [3.703, -0.054, -1.424], [3.680, 0.134, -3.902], [2.393, 0.296, -6.042], [-0.102, 0.356, -5.914], [-1.207, 0.262, -3.699], [4.583, -0.207, 2.379], [5.602, -0.393, 4.620], [4.195, -0.449, 6.639], [1.735, -0.328, 6.490], [-6.466, -1.334, -0.079], [-6.207, 0.307, -0.797], [-7.373, 1.010, -1.241], [-7.261, 2.250, -1.803], [-5.989, 2.822, -1.934], [-4.820, 2.151, -1.500], [-4.908, 0.912, -0.937], [-3.187, -0.083, -0.288], [-8.334, 0.527, -1.118], [-8.137, 2.787, -2.142], [-5.887, 3.805, -2.379], [-3.864, 2.643, -1.619], [-1.015, 4.961, 0.028], [0.330, 4.483, -0.307], [1.444, 5.440, -0.489], [0.541, 3.203, -0.455], [-0.356, 2.326, -0.329], [-0.984, 6.038, 0.142], [-1.351, 4.507, 0.959], [-1.709, 4.704, -0.771], [1.065, 6.442, -0.316], [1.826, 5.386, -1.506], [2.234, 5.241, 0.231], [1.572, 2.927, -0.702], [2.071, -4.593, 0.662], [0.726, -4.152, 0.096], [0.524, -4.714, -1.309], [-0.402, -4.579, 1.030], [0.795, -2.657, 0.099], [-0.350, -2.035, -0.493], [2.136, -5.680, 0.666], [2.201, -4.237, 1.684], [2.897, -4.223, 0.049], [0.494, -5.802, -1.285], [1.344, -4.428, -1.973], [-0.420, -4.399, -1.763], [-0.359, -5.657, 1.184], [-1.395, -4.377, 0.617], [-0.307, -4.100, 2.006], [1.583, -2.378, -0.474], [-1.150, -2.349, 0.052], [-0.540, -2.361, -1.444]], "lowdin_charge": [0.862, 0.193, -0.068, 0.099, -0.212, 0.164, -0.091, 0.024, -0.247, 0.058, 0.025, 0.030, -0.073, 0.034, -0.050, 0.029, 0.018, 0.040, 0.040, -0.120, 0.197, 0.149, 0.160, 0.144, 0.144, 0.138, 0.123, 0.128, 0.140, 0.145, 0.143, 1.071, -0.682, -0.038, 0.017, 0.068, -0.091, -0.673, 1.066, 0.133, 0.148, 0.146, 0.111, 0.007, -0.143, 0.014, -0.298, -0.183, 0.102, 0.101, 0.094, 0.100, 0.104, 0.103, 0.143, -0.028, -0.625, -0.030, -0.034, -0.053, -0.076, 0.107, 0.087, 0.090, 0.108, 0.094, 0.076, 0.107, 0.079, 0.087, 0.088, 0.047, 0.091]}